[1]
Entry from the OMol25 dataset: 2 unconnected molecules or ions with the total composition C5H10O (ωB97M-V with the def2-TZVPD basis set).

The value obtained for the HOMO energy is -9.50 eV. Its structure (SMILES) is CC=C1CC1.O. Its net charge is 0. The lowest unoccupied orbital energy comes out at 0.0352 hartree. The calculation puts the energy above the lowest of the compared OMol25 structures with the same formula, charge and spin at 1.915 eV. The energy comes out at -7392.851 eV. The calculation puts the orbital gap at 10.5 eV.

Cartesian coordinates (Å):
1 C -0.97785 1.99907 -0.05847
2 C -0.69954 0.68804 -0.74463
3 C -0.43603 -0.43827 -0.10085
4 O 2.58217 0.07514 -0.14295
5 C -0.25685 -1.11902 1.18648
6 C -0.14862 -1.87563 -0.13857
7 H -0.50636 2.83584 -0.58693
8 H -0.61074 1.98663 0.97341
9 H -2.05669 2.19898 -0.02992
10 H 1.71464 0.47437 -0.30117
11 H -0.74602 0.67083 -1.83467
12 H 2.71328 -0.48368 -0.91779
13 H 0.66801 -0.95235 1.73499
14 H -1.13533 -1.29806 1.80367
15 H 0.84650 -2.20147 -0.43498
16 H -0.95055 -2.56042 -0.40762

Cartesian forces (eV/Å) of the 6 atoms listed first:
0.00 0.03 0.05
0.01 -0.20 0.09
-0.09 0.17 -0.10
0.01 -0.01 -0.17
-0.02 0.10 0.21
0.01 -0.12 -0.20

[2]
Entry from the OMol25 dataset: a molecular structure, C28H21BrN4O2Sn (ωB97M-V with the def2-TZVPD basis set).

The value obtained for the HOMO energy is -14.03 eV. Its net charge is +2. The lowest unoccupied orbital energy comes out at -0.2666 hartree. The calculation puts the energy above the lowest of the compared OMol25 structures with the same formula, charge and spin at 0.775 eV. The energy comes out at -115292.916 eV. The calculation puts the orbital gap at 6.8 eV.

Cartesian coordinates (Å):
1 Sn 0.54781 0.00500 1.09984
2 N 0.85345 -0.95750 3.13263
3 C -0.38174 -1.50984 3.64787
4 C -0.47216 -2.51490 4.56204
5 C -1.74357 -2.92921 5.02223
6 C -2.88084 -2.32498 4.56785
7 C -2.80651 -1.30509 3.58809
8 C -3.93212 -0.64685 3.04167
9 C -3.76624 0.30340 2.06683
10 C -2.48071 0.57812 1.59262
11 N -1.40538 -0.00575 2.10278
12 C -1.54362 -0.92034 3.11125
13 H 1.11700 -0.11405 3.64894
14 H 1.64455 -1.59303 3.18450
15 H 0.42236 -2.97891 4.95959
16 H -1.80250 -3.71661 5.76012
17 H -3.85084 -2.61758 4.94779
18 H -4.92196 -0.90416 3.39803
19 H -4.60695 0.82886 1.63843
20 H -2.30944 1.28178 0.78662
21 Br 1.27386 -3.34341 0.09378
22 C 2.73997 -2.16515 0.05827
23 C 3.99216 -2.53577 -0.38429
24 C 5.00477 -1.58639 -0.30759
25 C 4.75257 -0.32448 0.22537
26 C 3.48004 -0.03999 0.66168
27 N 2.49625 -0.95501 0.55266
28 C 3.08149 1.30577 1.28309
29 O 3.85378 2.21075 1.29910
30 O 1.87633 1.30061 1.84818
31 H 4.16797 -3.52966 -0.76830
32 H 5.99884 -1.84032 -0.65146
33 H 5.51995 0.43177 0.31583
34 N -0.05925 1.23022 -0.30341
35 C -0.30981 1.22690 -1.56279
36 C -0.49942 2.57061 -2.16594
37 C -1.52061 2.78469 -3.09292
38 C -1.72088 4.05492 -3.61186
39 C -0.89012 5.09827 -3.22896
40 C 0.13364 4.88279 -2.31529
41 C 0.32317 3.62290 -1.77053
42 C -0.40383 0.03512 -2.43649
43 C -0.01589 0.13561 -3.77370
44 C -0.08181 -0.97391 -4.60290
45 C -0.56263 -2.17882 -4.11428
46 C -0.96970 -2.28270 -2.78944
47 C -0.88189 -1.18231 -1.95552
48 H -2.15659 1.96402 -3.40040
49 H -2.51706 4.22823 -4.32300
50 H -1.03859 6.08429 -3.64833
51 H 0.78429 5.69714 -2.02705
52 H 1.11513 3.44896 -1.05315
53 H 0.35981 1.07501 -4.15476
54 H 0.23538 -0.89438 -5.63360
55 H -0.63498 -3.03724 -4.76870
56 H -1.36852 -3.21801 -2.41923
57 H -1.23839 -1.25935 -0.93375

Cartesian forces (eV/Å) of the 6 atoms listed first:
0.34 0.04 0.03
-0.14 -0.04 -0.05
0.09 0.04 -0.16
-0.02 0.01 0.11
0.04 0.02 -0.01
-0.01 0.01 0.01

[3]
Entry from the OMol25 dataset: 2 unconnected molecules or ions with the total composition C2H4NP (ωB97M-V with the def2-TZVPD basis set).

The value obtained for the HOMO energy is -9.05 eV. Its net charge is 0. The lowest unoccupied orbital energy comes out at 0.0101 hartree. The calculation puts the energy above the lowest of the compared OMol25 structures with the same formula, charge and spin at 3.490 eV. The energy comes out at -12913.039 eV. The calculation puts the orbital gap at 9.3 eV.

Cartesian coordinates (Å):
1 C 0.01735 0.81219 0.09767
2 C 0.38657 -0.42572 -0.59890
3 N 1.17668 -1.20786 0.28333
4 P 1.88102 0.37850 -0.12066
5 H -0.37084 1.64641 -0.47149
6 H -0.40703 0.71516 1.09764
7 H -0.12489 -1.19033 -2.04788
8 H 0.77760 -1.31734 1.22052

Cartesian forces (eV/Å) of the 6 atoms listed first:
0.03 -0.02 0.15
-1.22 -2.30 -3.86
0.04 -0.49 0.20
-0.22 0.21 0.08
-0.03 0.02 -0.17
0.09 0.02 -0.02

[4]
Entry from the OMol25 dataset: 2 unconnected molecules or ions with the total composition C17H22N (ωB97M-V with the def2-TZVPD basis set).

The value obtained for the HOMO energy is -12.05 eV. Its net charge is +1. The lowest unoccupied orbital energy comes out at -0.1872 hartree. The calculation puts the energy above the lowest of the compared OMol25 structures with the same formula, charge and spin at 0.431 eV. The energy comes out at -19469.117 eV. The calculation puts the orbital gap at 7.0 eV.

Cartesian coordinates (Å):
1 C -0.96491 5.87938 0.07279
2 C -0.64261 4.55079 0.68431
3 C 0.67470 4.27855 1.07890
4 C 1.01023 3.04178 1.59774
5 C 0.02829 2.01162 1.77241
6 C 0.49986 0.72269 2.13585
7 C -0.23348 -0.43513 2.52671
8 C 0.44715 -1.40853 3.32565
9 C -0.16085 -2.59290 3.69571
10 C -1.48850 -2.85705 3.32938
11 C -2.12357 -4.15024 3.73958
12 C -2.18076 -1.90556 2.57086
13 C -1.55534 -0.75524 2.10790
14 C -1.32841 2.37468 1.52610
15 C -1.62921 3.58033 0.90649
16 H -2.00530 5.91041 -0.26563
17 H -0.81714 6.69494 0.79600
18 H -0.31325 6.09548 -0.78531
19 H 1.43935 5.04928 0.96374
20 H 2.04255 2.82486 1.88381
21 H 1.57904 0.66165 2.29766
22 H 1.47921 -1.19922 3.62498
23 H 0.39061 -3.33242 4.28100
24 H -3.18046 -4.16860 3.45542
25 H -1.62971 -5.01325 3.26909
26 H -2.05218 -4.29773 4.82629
27 H -3.22889 -2.09704 2.32994
28 H -2.06006 -0.12216 1.38025
29 H -2.13049 1.70469 1.82277
30 H -2.65107 3.80168 0.59299
31 C 1.97992 -1.54869 0.03649
32 N 1.40401 -0.22499 -0.10745
33 C 2.22491 0.72473 -0.83433
34 H 1.24008 -2.21898 0.48896
35 H 2.32401 -1.98017 -0.91983
36 H 2.84124 -1.47633 0.71585
37 H 0.44694 -0.25223 -0.45134
38 H 1.65554 1.64739 -0.99392
39 H 3.10283 0.96223 -0.21686
40 H 2.57452 0.33981 -1.80869

Cartesian forces (eV/Å) of the 6 atoms listed first:
-0.25 0.18 -0.17
0.29 -0.07 0.01
0.21 -0.23 0.24
-0.20 -0.38 -0.16
0.06 0.97 -0.25
0.18 0.10 0.18